72
Properties=species:S:1:pos:R:3:mulliken_charge:R:1 method="wB97M-V/def2-TZVPD" de_lowest_kcal_mol=23.32 total_energy_ev=-160572.518 lumo_energy_ev=-6.240 e_homo_ev=-13.5 total_charge=+2 largest_force_ev_per_a=3.71 homo_lumo_gap_ha=0.26497
Ga 0.3418 0.2904 -0.2869 0.8247
C -2.4259 3.4737 -1.6797 -0.8701
C -3.7387 2.9257 -1.5694 -0.4961
C -3.8626 1.6888 -0.9378 -0.9189
C -2.6612 0.9196 -0.5885 0.5708
N -1.4393 1.3705 -0.8946 0.2030
C -1.3237 2.6568 -1.4388 -0.5622
N -2.8633 -0.3162 -0.0303 -0.4782
C -2.0724 -1.3640 -0.1719 0.0796
N -0.6959 -1.2809 -0.2286 0.7160
C -0.2030 -2.5504 -0.1281 0.5046
N 1.0094 -2.9752 0.0058 -0.5752
C 2.1412 -2.2410 0.0816 0.5848
C 3.3802 -3.0035 0.1387 -1.1004
C 4.5035 -2.3562 0.4955 -0.3507
C 4.5317 -0.9549 0.5903 -0.8343
C 3.4167 -0.2519 0.2222 -0.5663
N 2.1546 -0.8768 0.0930 0.2169
C -1.3223 -3.4997 -0.1693 0.0204
C -1.4063 -4.8928 -0.0620 -0.3691
C -2.6509 -5.4771 0.0021 -0.7068
C -3.8209 -4.7255 0.0972 -0.6656
C -3.7798 -3.3014 0.1020 -0.2402
C -2.5298 -2.7463 -0.0207 0.3182
H -2.2095 4.5385 -1.9670 0.4376
H -4.5455 3.4846 -1.9696 0.5334
H -4.7940 1.1780 -0.8130 0.5737
H -0.3945 2.8831 -1.8775 0.6123
H 3.3016 -4.0734 0.0483 0.5347
H 5.4080 -2.9067 0.4972 0.4986
H 5.4457 -0.4750 0.9840 0.4127
H 3.4383 0.8002 -0.0455 0.5505
H -0.4768 -5.4540 0.0154 0.4944
H -2.6945 -6.5222 -0.1798 0.4548
H -4.7940 -5.2614 0.0472 0.3655
H -4.6644 -2.6488 0.1380 0.5101
C 2.3460 -1.2923 -4.0124 -1.1196
As 0.9980 0.1915 -3.7383 0.6274
C 1.7597 1.6200 -4.7967 -1.1202
C -0.8176 -0.4182 -4.3505 -0.8417
O 1.0272 0.6651 -2.0877 -0.3671
H 2.7389 -1.1999 -4.9918 0.4664
H 1.8298 -2.2829 -3.8719 0.3388
H 3.1510 -1.2626 -3.2700 0.3156
H 1.6620 1.2899 -5.8752 0.4200
H 2.7617 1.7738 -4.4807 0.3775
H 1.1246 2.5093 -4.7364 0.3711
H -0.6439 -1.1108 -5.2340 0.4153
H -1.4779 0.3957 -4.6510 0.3640
H -1.2793 -0.9323 -3.4695 0.1656
C -2.1639 2.5234 2.7458 -1.4188
C -1.3430 1.2136 2.7801 -0.3985
P 0.3402 1.3311 2.0363 0.4418
C 0.8881 3.0618 2.2126 -0.5624
C 1.5771 3.5737 3.4663 -1.6747
C 1.4195 0.3970 3.2196 -0.4301
C 1.5287 0.8983 4.6567 -1.6428
H -3.2181 2.3696 3.0720 0.3967
H -2.2596 2.9021 1.7622 0.2876
H -1.7693 3.2959 3.4172 0.3861
H -1.8616 0.3432 2.3359 0.2202
H -1.1857 0.9236 3.8571 0.6033
H 0.0930 3.8002 2.0218 0.5888
H 1.5812 3.2440 1.3664 0.3770
H 0.8827 3.6349 4.2984 0.3697
H 1.9459 4.5738 3.2292 0.4378
H 2.4326 2.9892 3.6894 0.3793
H 2.4138 0.5049 2.6891 0.1291
H 1.1687 -0.6303 3.1675 0.6138
H 1.2191 0.0865 5.3249 0.3159
H 0.9247 1.7764 4.8297 0.4030
H 2.5019 1.1862 4.8887 0.4805